No. 1
The following is a quantum chemistry calculation of C32H34Cl3FeN5OSSiTe as an isolated structure at a distorted geometry, from the Open Molecules 2025 dataset.

Last column: Mulliken spin population.
Positions of all 79 atoms, in Å:
Fe1 -0.217 -0.061 -0.250  3.263
N1 3.196 -2.865 2.339  0.023
C1 2.282 -2.170 1.544  0.101
S1 0.925 -3.192 1.035  -0.033
N2 2.533 -0.949 1.307  -0.074
N3 1.726 -0.138 0.555  0.192
C2 2.253 1.088 0.433  0.187
C3 1.690 2.040 -0.424  0.150
C4 2.233 3.335 -0.616  0.053
C5 1.614 4.208 -1.465  0.017
C6 0.449 3.802 -2.157  0.170
C7 -0.019 2.527 -1.930  -0.050
N4 0.562 1.669 -1.096  0.141
H1 3.200 -3.860 2.215  0.001
H2 4.104 -2.431 2.392  -0.002
H3 3.160 1.312 0.981  0.025
H4 3.130 3.611 -0.071  0.001
H5 2.013 5.205 -1.613  0.005
H6 -0.065 4.463 -2.841  0.009
H7 -0.901 2.150 -2.442  0.002
C8 -8.184 0.126 -6.200  0.003
C9 -7.251 0.421 -5.050  -0.007
C10 -5.908 0.700 -5.264  0.015
C11 -5.034 0.943 -4.207  -0.072
C12 -3.588 1.265 -4.507  0.090
C13 -5.512 0.886 -2.894  0.231
Te1 -4.044 1.151 -1.157  0.300
N5 -2.259 0.875 0.064  0.411
C14 -1.756 1.837 0.836  -0.167
O1 -0.657 1.634 1.400  0.136
C15 -2.422 3.155 1.153  -0.006
C16 -2.774 4.076 0.171  0.008
C17 -3.397 5.270 0.512  -0.003
C18 -3.675 5.555 1.841  0.001
C19 -3.298 4.654 2.831  -0.001
C20 -2.660 3.471 2.488  -0.003
C21 -4.784 -0.645 -0.289  0.017
C22 -4.952 -1.838 -1.021  -0.008
C23 -4.540 -2.044 -2.463  0.026
C24 -5.504 -2.946 -0.376  -0.004
C25 -5.847 -2.932 0.964  0.007
C26 -6.379 -4.165 1.651  0.000
C27 -5.641 -1.758 1.674  -0.004
C28 -5.129 -0.611 1.077  -0.009
C29 -4.950 0.596 1.966  0.014
C30 -6.885 0.688 -2.655  -0.027
C31 -7.531 0.736 -1.282  0.018
C32 -7.723 0.445 -3.745  0.018
H8 -7.652 0.149 -7.153  0.001
H9 -8.995 0.858 -6.247  -0.001
H10 -8.639 -0.861 -6.089  -0.001
H11 -5.526 0.724 -6.282  -0.002
H12 -3.429 1.397 -5.579  0.004
H13 -2.924 0.473 -4.157  -0.008
H14 -3.282 2.185 -4.003  -0.008
H15 -2.527 3.873 -0.860  0.001
H16 -3.666 5.979 -0.262  0.000
H17 -4.173 6.482 2.108  0.000
H18 -3.496 4.881 3.873  0.000
H19 -2.341 2.770 3.252  -0.002
H20 -3.679 -1.434 -2.725  -0.001
H21 -5.352 -1.804 -3.152  0.000
H22 -4.264 -3.090 -2.615  0.001
H23 -5.622 -3.867 -0.944  0.000
H24 -6.540 -4.975 0.938  0.000
H25 -7.324 -3.959 2.158  0.000
H26 -5.669 -4.516 2.405  0.000
H27 -5.887 -1.728 2.734  0.000
H28 -5.733 0.628 2.727  0.000
H29 -4.969 1.533 1.415  -0.004
H30 -3.986 0.539 2.478  0.000
H31 -7.008 1.424 -0.619  -0.006
H32 -7.523 -0.244 -0.803  -0.002
H33 -8.570 1.060 -1.369  0.000
H34 -8.782 0.276 -3.561  0.006
Cl1 -0.865 -1.236 3.160  -0.020
Si1 -0.726 -1.763 1.149  -0.251
Cl2 -2.271 -3.125 0.915  -0.019
Cl3 -0.911 -0.947 -2.117  0.145

Multiplicity   6
Frontier orbital gap (alpha / beta)   4.9 / 6.4 eV
Energy above the lowest of the compared OMol25 structures with the same formula, charge and spin   40.19 kcal per mole
Net charge   -1
E_tot   -5188.98688 Ha



No. 2
The following is a quantum chemistry calculation of a 2-piece molecular cluster, C7H11OP overall at a distorted geometry, from the Open Molecules 2025 dataset.

Last column: natural (NBO) charge in e.
Positions of all 20 atoms, in Å:
C1 1.469 -1.821 0.428  -0.635
C2 0.541 -0.840 -0.293  0.021
C3 1.094 0.131 -1.029  -0.226
C4 0.210 0.941 -1.771  -0.211
C5 -1.125 0.712 -1.778  -0.239
C6 -1.729 -0.279 -1.108  -0.217
C7 -0.841 -1.015 -0.298  -0.230
H1 0.899 -2.457 1.129  0.215
H2 2.230 -1.268 1.174  0.241
H3 2.035 -2.429 -0.257  0.212
H4 2.179 0.067 -0.981  0.221
H5 0.450 1.975 -2.110  0.212
H6 -1.746 1.435 -2.234  0.202
H7 -2.822 -0.397 -0.993  0.219
H8 -1.155 -1.857 0.245  0.202
O1 0.742 0.313 1.959  -1.089
P1 -0.298 1.337 1.990  1.364
H9 -1.594 0.954 1.754  -0.082
H10 -0.373 2.083 3.130  -0.093
H11 -0.168 2.416 1.043  -0.087

SMILES   Cc1ccccc1.O=[PH3]
Frontier orbital gap   9.7 eV
Energy above the lowest of the compared OMol25 structures with the same formula, charge and spin   12.01 kcal per mole
E_tot   -689.86345 Ha



No. 3
The following is a quantum chemistry calculation of a 12-piece molecular cluster, H24O12 overall, from the Open Molecules 2025 dataset.

Last column: natural (NBO) charge in e.
Positions of all 36 atoms, in Å:
O1 -3.425 -0.295 0.671  -0.960
H1 -2.602 -0.772 0.806  0.457
H2 -3.191 0.401 0.035  0.497
O2 -2.667 1.038 -1.796  -0.967
H3 -1.811 0.627 -1.623  0.490
H4 -2.493 1.598 -2.555  0.480
O3 -1.437 -2.284 -1.607  -0.960
H5 -0.569 -2.534 -1.951  0.478
H6 -1.256 -1.521 -1.039  0.477
O4 2.978 0.579 -1.261  -0.957
H7 2.892 0.046 -0.459  0.476
H8 2.519 1.405 -1.064  0.495
O5 -1.761 1.943 2.888  -0.972
H9 -0.973 1.444 3.147  0.488
H10 -2.518 1.487 3.269  0.486
O6 3.322 -1.508 1.821  -0.948
H11 2.556 -2.074 1.674  0.474
H12 3.462 -1.514 2.774  0.472
O7 0.952 1.182 3.167  -0.956
H13 1.809 1.506 3.463  0.492
H14 1.025 0.221 3.212  0.473
O8 1.438 -1.426 -2.703  -0.982
H15 2.084 -0.959 -2.142  0.504
H16 1.905 -1.591 -3.529  0.479
O9 -0.027 1.006 -2.986  -0.973
H17 0.165 0.051 -2.899  0.497
H18 -0.157 1.149 -3.929  0.464
O10 -1.133 3.572 0.536  -0.964
H19 -1.940 4.086 0.442  0.464
H20 -1.294 3.012 1.310  0.490
O11 0.813 -2.754 0.317  -0.981
H21 1.430 -3.484 0.445  0.482
H22 -0.063 -3.166 0.298  0.506
O12 -0.237 -0.117 0.108  -0.983
H23 0.438 -0.796 0.263  0.490
H24 -0.237 0.439 0.899  0.492

SMILES   O.O.O.O.O.O.O.O.O.O.O.O
Frontier orbital gap   9.9 eV
Energy above the lowest of the compared OMol25 structures with the same formula, charge and spin   31.61 kcal per mole
E_tot   -917.27499 Ha